Entry from the OMol25 dataset: the ion C3H10N3 with charge +1 (ωB97M-V/def2-TZVPD).

Kohn-Sham gap: 7.43 eV
energy relative to the best compared isomer or geometry (same formula, charge and spin): 4.7263 eV
calculated total energy: -7733.538 eV
net charge: +1

XYZ file:
```
16
Properties=species:S:1:pos:R:3:forces:R:3:nbo_charge:R:1
C 0.0333 0.1538 -0.1826 -4.27 2.57 -2.40 -0.57
C -1.3461 -0.5771 0.6121 0.47 0.53 0.75 -0.45
C 1.4598 0.1336 0.0749 0.02 -3.97 0.59 0.55
N -2.6398 0.2037 0.1213 1.59 0.26 -1.86 -0.73
N 1.8416 -1.1441 0.3163 -2.28 0.73 -0.18 -0.73
N 2.3319 1.1071 -0.0606 0.34 -0.94 0.23 -0.72
H -0.1245 -0.2926 -1.1734 0.85 -0.27 -0.13 0.27
H -0.1701 1.2477 -0.5347 -0.31 -1.47 1.21 0.21
H -1.6602 -1.6029 0.3183 1.34 0.47 -0.51 0.16
H -2.5796 1.0604 0.6609 -0.38 0.42 -0.54 0.44
H -3.5369 -0.2268 0.3275 0.31 -0.51 0.59 0.44
H 2.7731 -1.3971 0.5467 0.54 -0.57 0.19 0.42
H 1.0126 -1.8146 0.3156 2.21 0.94 0.38 0.45
H 3.3331 0.8154 -0.0396 -1.20 1.17 -0.17 0.44
H 1.9619 1.9970 -0.3579 0.68 0.20 0.09 0.44
H -2.6900 0.3364 -0.9448 0.10 0.44 1.77 0.39
```
Forces are in eV/Å.